No. 1
A gas-phase ion, C4H7O2 (charge -1). Source: the OMol25 dataset; level of theory: ωB97M-V/def2-TZVPD.

Structure (ORCA input):
```
! RIJCOSX wB97M-V def2-TZVPD def2/J DEFGRID3
* xyz -1 1
C 1.7243 -0.1977 -0.2316
C 0.4054 0.4678 -0.3888
C -0.6852 -0.3320 0.3568
C -2.1335 0.1767 0.1788
O -2.9358 -0.5764 0.9821
O -2.3233 1.2942 -0.4329
H 1.7304 -1.2856 -0.3135
H 2.2038 -0.2746 0.7019
H 2.6503 0.2851 -0.7342
H 0.2075 0.6048 -1.4540
H 0.2026 1.5119 0.0698
H -0.3188 -0.4054 1.3659
H -0.7278 -1.2688 -0.1003
*
```

Structure (SMILES): CCCC(=O)[O-]
Frontier orbital gap in Ha: 0.2802
LUMO in eV: 3.86
Energy above the lowest of the compared OMol25 structures with the same formula, charge and spin in eV: 1.376

=====

No. 2
A single C20H10O3S2 molecule. Source: the OMol25 dataset; level of theory: ωB97M-V/def2-TZVPD.

Structure (ORCA input):
```
! RIJCOSX wB97M-V def2-TZVPD def2/J DEFGRID3
* xyz 0 1
O -4.7183 1.6093 3.3744
C -3.8114 2.0122 2.6333
C -3.8134 3.5047 2.2382
C -3.0704 3.4732 0.8871
O -3.3438 4.3257 0.0800
C -2.0211 2.5734 0.5602
S -1.1181 2.7167 -0.9448
C -0.2182 1.1605 -0.5780
C 0.8211 0.4745 -1.2545
S 1.7971 1.1289 -2.5550
C 2.7258 -0.4190 -2.6109
C 3.5896 -0.7583 -3.6662
C 4.1405 -2.0464 -3.7102
C 3.7979 -3.0119 -2.7245
C 2.8102 -2.7710 -1.8147
C 2.3587 -1.4025 -1.7149
C 1.2986 -0.8228 -0.7925
C 0.7347 -1.5357 0.3066
C 1.0538 -2.7066 0.9093
O 0.1812 -2.8359 1.9785
C -0.5758 -1.6521 2.0871
C -0.3251 -0.8353 1.0295
C -0.7816 0.5167 0.6282
C -1.8000 1.3833 1.2704
C -2.5659 1.1791 2.5386
H -3.3397 4.1237 2.9926
H -4.8939 3.8678 2.1421
H 3.6505 -0.0048 -4.4671
H 4.8306 -2.3985 -4.5832
H 4.2623 -3.9595 -2.6917
H 2.4675 -3.5740 -1.1367
H 2.0023 -3.2932 0.7597
H -1.3076 -1.4648 2.8586
H -1.8385 1.3602 3.3005
H -2.9793 0.0823 2.6701
*
```

Structure (SMILES): O=C1CC(=O)c2sc3c4sc5ccccc5c4c4cocc4c3c2C1
Frontier orbital gap in Ha: 0.2425
LUMO in eV: -1.13
Energy above the lowest of the compared OMol25 structures with the same formula, charge and spin in eV: 1.913

=====

No. 3
A single C5H6NOP molecule. Source: the OMol25 dataset; level of theory: ωB97M-V/def2-TZVPD.

Structure (ORCA input):
```
! RIJCOSX wB97M-V def2-TZVPD def2/J DEFGRID3
* xyz 0 1
C -0.2535 0.9491 -2.9243
C -1.9278 1.1981 -0.4062
C -0.9316 0.7391 0.6444
C 0.4046 0.2404 0.0310
C 0.1452 -0.7989 -1.0655
N 0.4645 1.7328 -3.3693
O -2.9418 1.7707 -0.5306
P -1.1534 -0.4185 -2.4179
H -0.7006 1.5268 1.3450
H -1.3295 -0.3169 0.9271
H 0.8330 1.1106 -0.3614
H 0.8460 -0.1904 0.8293
H 1.0613 -1.1078 -1.4310
H -0.0808 -1.8242 -0.5637
*
```

Frontier orbital gap (spin up / spin down) in Ha: 0.2778 / 0.2776
LUMO (spin up / spin down) in eV: -0.58 / -0.58
Energy above the lowest of the compared OMol25 structures with the same formula, charge and spin in eV: 1.989

=====

No. 4
A molecular structure, C5H10NS. Source: the OMol25 dataset; level of theory: ωB97M-V/def2-TZVPD.

Structure (ORCA input):
```
! RIJCOSX wB97M-V def2-TZVPD def2/J DEFGRID3
* xyz 1 1
C 1.3276 -0.3821 -1.2812
C 2.3025 -0.5805 -0.4096
C 0.4263 0.2413 -0.2988
C -0.1279 1.5885 -0.5489
C -1.4414 -0.5942 1.4731
N -1.0180 -0.8126 0.1048
S 1.5849 -0.0023 1.1032
H 1.0300 -0.6893 -2.3469
H 3.4408 -0.9139 -0.4550
H -0.8342 1.8257 0.1356
H -0.4074 1.7133 -1.5265
H 0.5710 2.3695 -0.2774
H -2.4087 -1.0678 1.6163
H -0.6411 -0.9748 1.9822
H -1.5273 0.5467 1.6320
H -1.5741 -0.5342 -0.7150
H -0.7028 -1.7333 -0.1880
*
```

Frontier orbital gap in Ha: 0.3527
LUMO in eV: -3.58
Energy above the lowest of the compared OMol25 structures with the same formula, charge and spin in eV: 3.373

=====

no.,DFT total energy (eV)
1,-8356.7008
2,-48713.0321
3,-18105.4535
4,-17662.9491